No. 1
83
Properties=species:S:1:pos:R:3:forces:R:3:mulliken_charge:R:1 method="wB97M-V/def2-TZVPD" orbital_gap_ev="6.60 / 5.66" relative_energy_kj_mol=156.7 charge=+1 energy_ha=-1991.10631 lumo_ev="-2.849 / -3.722" s2=2.03 homo_energy_ev="-9.45 / -9.38" multiplicity=3 largest_force_ev_per_a=3.2
Au 1.2092 -0.5585 -0.5388 -0.006 -0.641 2.050 -0.265
C -2.5928 1.7084 0.5879 -1.171 -0.743 -2.897 0.678
C -3.1935 0.9258 -0.4348 1.561 2.080 1.444 0.876
C -3.0894 -0.3475 1.4793 0.409 1.122 -0.323 0.429
C -2.5715 0.9400 1.7844 -0.852 -2.425 0.296 0.788
C -3.4265 -0.3683 0.0921 0.078 0.003 1.430 0.646
C -2.1512 3.1047 0.4552 0.278 0.865 -0.062 -1.565
H -1.7982 3.3195 -0.5622 -0.105 -0.021 0.128 0.248
H -1.3262 3.3379 1.1420 -0.181 -0.054 -0.132 0.001
H -2.9529 3.8298 0.6697 0.138 -0.158 -0.032 0.432
C -2.1478 1.4167 3.1152 0.120 0.231 0.323 -1.086
H -2.0875 2.5106 3.1400 -0.079 -0.196 0.114 0.486
H -1.1547 1.0262 3.3655 -0.083 0.137 0.027 -0.019
H -2.8349 1.0720 3.9004 0.161 0.156 -0.166 0.372
C -3.2991 -1.4552 2.4277 -0.179 -0.609 0.504 -1.638
H -4.3540 -1.7615 2.4585 0.194 -0.007 0.077 0.456
H -3.0115 -1.1587 3.4446 -0.112 -0.154 -0.232 0.305
H -2.7190 -2.3519 2.1619 -0.050 0.067 0.148 0.174
C -3.9734 -1.4893 -0.6907 -0.296 -0.509 -0.209 -1.479
H -4.9422 -1.2151 -1.1352 0.168 -0.100 0.102 0.430
H -4.1182 -2.3907 -0.0863 0.023 0.149 -0.105 0.382
H -3.3173 -1.7466 -1.5392 -0.199 0.067 0.256 0.119
C -3.6465 1.4056 -1.7528 -0.298 0.184 -0.498 -1.781
H -4.5728 1.9927 -1.6493 0.202 -0.088 -0.118 0.383
H -3.8810 0.5584 -2.4095 0.069 0.287 -0.014 0.473
H -2.9044 2.0542 -2.2346 -0.175 -0.091 -0.033 0.348
C 1.9799 0.6393 -2.0875 -1.732 1.395 -2.070 -0.153
C 0.6185 1.0894 -2.0764 2.436 1.381 0.284 0.055
C -0.1769 1.2876 -3.3326 -0.728 -0.395 -0.668 -1.332
C -1.0922 0.1179 -3.7696 -0.484 0.680 -0.086 -1.521
C -0.8037 -1.1518 -3.0519 0.326 -1.074 -1.274 -0.695
C 0.4075 -1.7417 -3.1241 -1.213 -0.375 -0.989 -0.551
C 1.5498 -1.1808 -3.9332 0.213 0.182 -0.292 -1.715
C 2.5267 -0.2351 -3.2036 0.113 -0.024 0.135 -0.860
H 0.4775 1.5421 -4.1831 0.145 -0.218 0.538 0.508
H -0.9848 0.0082 -4.8664 -0.013 -0.274 0.478 0.503
H -0.8092 2.1819 -3.2135 0.268 -0.289 0.254 0.499
H 3.0272 0.3891 -3.9477 0.031 0.089 -0.023 0.520
H 2.7245 1.2919 -1.6418 -0.064 -0.519 0.803 0.232
H 0.2827 1.7555 -1.2563 0.659 -0.311 -0.442 0.277
H 3.3202 -0.8508 -2.7683 0.068 0.158 0.089 0.348
H 2.1382 -2.0219 -4.3323 -0.127 0.228 0.166 0.436
H 0.4679 -2.8168 -2.9242 -0.125 0.584 0.433 1.489
H 1.1828 -0.6642 -4.8326 -0.211 -0.122 0.306 0.427
H -2.1361 0.4020 -3.6067 0.259 -0.109 -0.031 0.233
H -1.6916 -1.7027 -2.7245 0.538 0.074 0.223 0.878
P 2.1278 2.6234 0.6364 -0.865 -1.284 -0.442 1.075
C 1.5600 2.9730 2.3290 0.188 0.308 0.080 -1.095
H 2.2851 3.6673 2.7740 -0.413 -0.008 0.262 0.497
H 1.5282 2.0407 2.9032 -0.005 0.256 -0.044 0.155
H 0.5534 3.4181 2.2962 0.392 -0.124 0.116 0.268
C 3.9449 2.6740 0.7916 -0.024 0.184 0.131 -1.449
H 4.1931 3.4120 1.5673 0.367 -0.170 -0.299 0.467
H 4.3807 2.9517 -0.1793 0.015 -0.046 0.360 0.386
H 4.3076 1.6746 1.0787 -0.013 0.459 -0.053 0.231
C 1.7068 4.1446 -0.2673 0.200 0.264 0.130 -1.308
H 2.0520 4.0484 -1.3075 -0.148 0.131 0.284 0.325
H 2.2126 4.9851 0.2160 -0.230 0.266 -0.252 0.491
H 0.6105 4.2780 -0.2525 0.514 0.040 -0.027 0.236
P 1.3379 -2.9419 -0.0929 -0.191 0.871 -0.399 0.715
C -0.4150 -3.3344 -0.3778 -0.277 -0.267 -0.377 -0.546
H -0.5329 -4.3527 -0.7644 -0.156 0.071 0.164 0.495
H -0.8350 -2.6168 -1.1012 0.249 -0.464 0.370 -0.318
H -0.9823 -3.2087 0.5550 0.319 -0.153 -0.132 0.227
C 2.4627 -3.5829 -1.3613 0.164 -0.498 -0.158 -1.099
H 2.1673 -3.2931 -2.3748 0.138 -0.173 0.433 0.258
H 2.5210 -4.6754 -1.2822 0.144 0.153 -0.175 0.496
H 3.4548 -3.1407 -1.1744 -0.311 -0.259 0.077 0.308
C 1.8358 -3.7608 1.4375 0.197 -0.224 0.166 -1.245
H 2.3893 -4.6790 1.1783 -0.244 0.296 0.205 0.512
H 0.9468 -4.0110 2.0330 0.326 0.111 -0.146 0.342
H 2.4799 -3.0877 2.0173 -0.153 -0.251 -0.075 0.313
C 1.1467 -0.9445 4.4756 -0.377 -0.268 -0.048 -0.681
C 0.0363 -1.1628 3.6505 0.510 0.211 0.269 -0.803
C 0.1453 -0.9599 2.2721 -0.599 -0.557 0.305 1.752
C 1.3461 -0.6509 1.6767 0.480 0.707 0.508 1.177
C 2.4633 -0.4291 2.4920 0.040 -0.281 0.428 -1.136
C 2.3586 -0.5759 3.8973 0.175 0.103 -0.370 -0.664
H 1.0488 -1.0787 5.5625 0.155 0.065 -0.586 0.387
H -0.9052 -1.4834 4.0908 0.126 0.166 -0.133 0.259
H -0.7427 -1.0539 1.6576 -0.085 -0.140 0.067 -0.363
H 3.4311 -0.1504 2.0769 -0.191 -0.097 -0.002 0.184
H 3.2269 -0.4142 4.5557 -0.388 -0.008 -0.547 0.384

No. 2
108
Properties=species:S:1:pos:R:3:forces:R:3:mulliken_charge:R:1 method="wB97M-V/def2-TZVPD" orbital_gap_ev=6.05 relative_energy_kj_mol=547.6 charge=-1 energy_ha=-3727.09413 lumo_ev=1.888 homo_energy_ev=-4.16 largest_force_ev_per_a=6.1
C -0.1999 -2.0831 -0.5259 -0.081 0.537 1.029 -0.915
B 0.9541 -0.9643 -0.4415 0.819 -0.831 0.489 0.954
O 2.3275 -1.4302 -0.6165 -1.884 1.327 -0.711 -0.322
C 0.7807 0.6213 -0.1915 1.383 0.797 -0.988 -1.291
O 1.3461 1.1878 1.0253 -1.155 -1.392 -1.971 -0.424
P 1.1204 2.9114 0.8645 -0.097 2.979 0.597 1.395
C 2.8377 3.4098 1.6214 0.781 0.004 -0.457 -0.909
C 4.0516 2.6597 0.8920 0.096 -1.089 1.458 0.075
S 4.7347 3.5659 -0.5751 -0.033 -1.607 -1.102 -0.122
C 4.8384 2.3019 -1.8808 0.164 -2.701 -4.403 0.435
N 5.0715 2.4142 -3.2780 0.068 0.794 3.345 -0.395
N 4.9943 1.2185 -3.8943 -2.423 -3.004 2.750 -0.423
C 4.5566 0.2527 -2.9507 2.428 5.381 -1.358 0.095
O 4.6320 0.9258 -1.7301 -1.509 -0.327 1.014 -0.181
O -0.4226 2.6916 0.0142 0.072 -1.825 -1.776 -0.487
C -0.5801 1.3811 -0.6165 0.359 0.158 1.860 1.047
C -0.6126 1.2998 -2.2098 -1.051 3.496 -0.917 -0.085
C -0.6359 2.8742 -2.8442 3.647 -0.058 -0.856 0.303
C 0.5180 3.1387 -4.0215 1.110 2.819 4.192 -0.800
O 0.5518 3.7087 -2.5293 -3.896 -2.123 -0.682 -0.295
B -1.9945 0.9084 0.0747 -0.362 -0.642 0.679 0.971
O -2.4531 1.4628 1.3209 0.231 -0.354 -2.310 -0.465
O -2.8058 -0.1341 -0.5530 0.176 1.817 0.323 -0.792
H -0.9519 -1.8541 0.3041 0.805 -0.334 -1.100 0.267
H -0.7652 -2.0282 -1.5193 0.847 -0.166 1.840 0.356
H 0.2459 -3.1068 -0.3058 -0.712 1.093 -0.674 0.153
H 2.7901 -0.6617 -1.0073 0.097 -0.344 0.816 -0.131
H 1.5247 1.0493 -0.9751 -0.988 -0.479 0.341 0.066
H 0.4309 2.7775 2.1412 0.259 0.174 -0.055 -0.498
H 0.7804 4.3141 0.7781 0.317 -0.838 -0.378 -0.046
H 1.8222 3.0825 -0.3853 -0.078 -1.067 -0.354 -0.380
H 2.8515 3.2004 2.7369 0.413 0.405 -1.227 0.317
H 2.9657 4.5237 1.3761 -0.292 -1.425 0.745 0.227
H 4.9133 2.5396 1.6359 -0.933 0.179 -1.210 0.438
H 3.7835 1.6135 0.5388 0.054 1.334 0.442 -0.172
H 4.1783 -0.7956 -3.0854 0.794 1.402 0.546 0.285
H -1.6106 0.9168 -2.5945 1.434 -0.160 0.373 0.374
H 0.2892 0.8270 -2.6992 -1.112 0.226 0.704 -0.409
H -1.6847 3.3925 -2.9927 2.389 -0.859 0.360 -0.143
H 1.5766 2.7648 -3.8648 -1.587 -1.092 -1.149 0.147
H 0.6640 4.1924 -4.4124 -1.161 -1.593 -0.876 0.432
H -3.3627 1.8072 1.2323 0.474 -0.646 0.206 0.209
H -3.4079 0.2463 -1.2150 0.360 -0.430 0.292 0.170
C 5.6109 -4.6680 0.0847 0.269 -0.274 0.201 -1.497
C 4.1880 -5.0960 0.3668 0.832 0.426 -0.461 0.580
C 3.3024 -3.9868 0.8504 -0.301 0.546 -0.568 0.165
O 2.3240 -4.6955 1.6121 0.263 -0.778 0.383 -0.213
C 2.9265 -5.8278 2.0612 -0.280 -0.083 0.313 0.600
O 2.4580 -6.5642 2.8813 0.277 0.268 -0.329 -0.556
O 4.1338 -6.0138 1.4605 -0.632 -0.142 0.379 -0.377
H 6.2386 -5.5401 -0.1145 -0.089 0.059 -0.116 0.376
H 5.6550 -3.9986 -0.7768 -0.088 -0.052 0.053 0.354
H 6.0475 -4.1582 0.9472 -0.145 0.038 -0.042 0.370
H 3.7651 -5.5956 -0.5119 -0.083 0.050 0.074 0.264
H 2.8352 -3.4357 0.0332 -0.085 -0.044 0.273 -0.296
H 3.8100 -3.2795 1.5132 0.093 -0.084 -0.088 0.238
C 1.0292 -1.2224 -6.9917 -0.365 -0.052 -0.145 -1.631
C 1.0643 -1.3887 -5.4890 0.175 0.474 -0.986 0.907
C 2.0818 -2.3820 -5.0078 0.570 0.031 0.140 -0.469
O 1.5174 -2.8166 -3.7734 -0.448 0.006 -0.025 -0.254
C 0.1682 -2.6671 -3.8879 -0.664 -0.374 0.461 0.618
O -0.6283 -3.1020 -3.1116 0.500 -0.120 -1.169 -0.596
O -0.1523 -1.9579 -5.0060 0.172 -0.295 0.562 -0.358
H 0.1748 -0.6090 -7.2866 0.145 0.074 0.068 0.376
H 1.9438 -0.7495 -7.3552 -0.050 0.005 0.108 0.397
H 0.9102 -2.1870 -7.4925 0.079 -0.004 0.117 0.371
H 1.1937 -0.4133 -5.0066 0.070 -0.082 0.052 0.075
H 3.0633 -1.9335 -4.8488 -0.091 -0.082 0.129 0.243
H 2.1880 -3.2515 -5.6645 -0.083 0.124 -0.102 0.303
C -4.3438 5.3286 2.7186 0.230 0.047 -0.306 -1.077
C -3.0025 4.8596 3.2376 -0.981 0.124 -0.260 0.790
C -2.4802 5.6656 4.3927 0.016 -0.093 0.587 -0.606
O -1.0732 5.4906 4.2698 -0.051 -0.041 -0.162 -0.343
C -0.8236 5.2598 2.9454 1.078 -0.148 -0.748 0.457
O 0.2601 5.2487 2.4547 -0.940 0.958 1.242 -0.478
O -1.9819 5.0468 2.2616 0.361 0.159 0.433 -0.242
H -4.5961 4.8096 1.7946 0.032 -0.078 0.245 -0.119
H -5.1338 5.1472 3.4500 0.048 -0.060 -0.083 0.418
H -4.3234 6.3961 2.4823 0.071 -0.027 0.111 0.317
H -3.0446 3.7912 3.4779 0.092 0.054 0.076 0.167
H -2.8338 5.2967 5.3570 0.199 0.004 -0.022 0.314
H -2.7039 6.7348 4.3146 -0.139 -0.067 -0.132 0.326
C -4.8716 2.8063 -2.4875 0.280 -0.068 0.241 -1.052
C -6.0918 3.3552 -1.7832 0.682 -0.547 -0.717 0.523
C -6.4134 4.7775 -2.1389 -0.251 0.295 -0.505 -0.531
O -7.1010 5.2296 -0.9753 0.138 -0.240 0.388 -0.341
C -6.6331 4.4874 0.0667 -0.178 0.164 0.759 0.630
O -6.8541 4.7225 1.2156 -0.100 -0.150 -0.699 -0.528
O -5.8754 3.4460 -0.3754 -0.420 0.474 0.242 -0.269
H -4.6028 1.8313 -2.0766 -0.143 0.005 -0.114 -0.005
H -5.0520 2.6987 -3.5591 -0.053 -0.010 0.085 0.465
H -4.0058 3.4574 -2.3413 -0.123 0.045 0.012 0.261
H -6.9501 2.6946 -1.9489 -0.035 0.118 0.022 0.254
H -7.0504 4.8563 -3.0208 -0.081 0.085 0.192 0.328
H -5.5267 5.4029 -2.2812 0.061 -0.189 0.004 0.325
C -0.4965 -6.6050 4.3350 -0.391 0.071 -0.104 -1.340
C -0.4700 -6.7539 5.8388 0.192 0.386 -1.180 0.579
C 0.5464 -7.7395 6.3356 0.636 0.067 0.056 -0.442
O -0.0248 -8.1617 7.5732 -0.530 -0.013 0.069 -0.339
C -1.3735 -8.0154 7.4500 -0.549 -0.219 0.361 0.615
O -2.1732 -8.4450 8.2276 0.426 0.184 -0.353 -0.548
O -1.6896 -7.3203 6.3237 0.135 -0.388 0.746 -0.355
H -1.3503 -5.9964 4.0275 0.114 0.061 0.086 0.365
H 0.4189 -6.1357 3.9715 -0.058 -0.086 0.067 0.277
H -0.6108 -7.5750 3.8444 0.115 0.005 0.116 0.340
H -0.3448 -5.7733 6.3110 0.047 -0.100 0.069 0.235
H 1.5263 -7.2881 6.4946 -0.104 -0.101 0.149 0.295
H 0.6571 -8.6155 5.6893 -0.089 0.145 -0.101 0.313

> Which value of charge does entry 2 give?

-1